No. 1
C32H51N8RbS as an isolated structure. Source: the OMol25 dataset; level of theory: ωB97M-V with the def2-TZVPD basis set.

Element x y z (Å)
Rb1 -0.55 -0.17 0.34
C1 -2.98 -2.85 2.25
C2 -2.89 -1.35 2.38
C3 -1.99 -0.78 3.30
C4 -1.19 -1.66 4.23
C5 -1.84 0.61 3.36
C6 -0.86 1.25 4.31
C7 -2.59 1.44 2.51
C8 -2.39 2.93 2.64
C9 -3.51 0.88 1.62
C10 -4.33 1.74 0.69
C11 -3.69 -0.51 1.58
C12 -4.76 -1.09 0.69
H1 -2.00 -3.31 2.33
H2 -3.37 -3.15 1.28
H3 -3.61 -3.29 3.02
H4 -0.15 -1.73 3.91
H5 -1.60 -2.67 4.28
H6 -1.20 -1.26 5.24
H7 -0.20 0.52 4.77
H8 -1.38 1.78 5.11
H9 -0.24 1.97 3.79
H10 -1.37 3.21 2.39
H11 -2.55 3.25 3.67
H12 -3.07 3.51 2.02
H13 -4.55 1.23 -0.24
H14 -3.82 2.67 0.43
H15 -5.29 2.02 1.14
H16 -4.45 -1.16 -0.35
H17 -5.65 -0.47 0.71
H18 -5.06 -2.08 1.01
S1 2.47 -0.62 -0.86
C13 2.45 -2.25 -1.48
N1 3.48 -2.88 -1.95
N2 4.62 -2.21 -1.95
C14 5.79 -2.77 -2.45
C15 5.83 -4.08 -2.94
C16 7.02 -4.59 -3.42
C17 8.18 -3.83 -3.42
C18 8.14 -2.53 -2.93
C19 6.96 -2.00 -2.45
N3 1.33 -3.10 -1.57
N4 0.23 -2.63 -1.20
C20 -0.85 -3.57 -1.30
C21 -2.13 -3.03 -1.36
C22 -3.23 -3.87 -1.46
C23 -3.05 -5.25 -1.47
C24 -1.77 -5.78 -1.39
C25 -0.67 -4.95 -1.31
H19 4.60 -1.25 -1.60
H20 4.92 -4.66 -2.94
H21 7.04 -5.60 -3.81
H22 9.11 -4.25 -3.80
H23 9.04 -1.93 -2.92
H24 6.92 -0.99 -2.06
H25 -2.25 -1.95 -1.35
H26 -4.23 -3.45 -1.52
H27 -3.91 -5.90 -1.53
H28 -1.63 -6.85 -1.39
H29 0.34 -5.35 -1.25
N5 -0.69 2.73 -0.67
C26 -1.61 2.85 -1.81
C27 -0.91 2.57 -3.15
C28 -1.01 1.13 -3.63
N6 -0.47 0.21 -2.64
H30 -1.11 3.15 0.16
H31 0.14 3.28 -0.86
H32 -2.08 3.84 -1.85
H33 -2.42 2.12 -1.68
H34 0.14 2.86 -3.06
H35 -1.33 3.22 -3.92
H36 -0.51 1.06 -4.61
H37 -2.06 0.89 -3.80
H38 0.52 0.38 -2.49
H39 -0.52 -0.75 -2.96
C29 4.04 2.05 1.21
C30 2.81 2.78 1.78
C31 3.07 3.20 3.22
C32 2.50 4.00 0.92
N7 1.58 1.96 1.75
N8 1.66 0.64 2.28
H40 4.89 2.72 1.18
H41 3.85 1.68 0.20
H42 4.32 1.20 1.84
H43 3.94 3.85 3.28
H44 3.26 2.34 3.86
H45 2.21 3.74 3.61
H46 3.33 4.71 0.95
H47 1.60 4.49 1.27
H48 2.37 3.71 -0.13
H49 1.30 1.85 0.78
H50 1.80 0.70 3.28
H51 2.43 0.11 1.86

* LUMO: 0.1 eV
* energy above the lowest of the compared OMol25 structures with the same formula, charge and spin: 0.000 eV
* HOMO-LUMO gap: 6.5 eV

No. 2
C32H52B2Cl2F17IN3O9 as an isolated structure in a non-equilibrium geometry. Source: the OMol25 dataset; level of theory: ωB97M-V with the def2-TZVPD basis set.

Element x y z (Å)
C1 -1.07 0.28 4.40
C2 -0.64 -0.29 3.04
F1 -1.46 -1.44 2.87
C3 -0.91 0.61 1.83
C4 0.36 1.19 1.13
C5 -0.32 2.26 0.20
N1 1.15 1.94 2.10
C6 0.71 3.13 2.79
B1 -0.74 3.69 3.14
O1 -1.47 3.39 4.24
O2 -1.35 4.62 2.31
C7 2.51 1.57 2.45
O3 2.43 0.68 3.57
C8 3.46 2.69 2.99
C9 3.63 2.79 4.54
C10 4.78 1.94 5.07
Cl1 6.38 2.72 4.84
C11 3.26 0.89 1.27
I1 5.04 -0.21 1.99
C12 3.85 1.86 0.25
C13 4.80 1.27 -0.84
C14 4.83 2.21 -2.04
O4 5.19 1.84 -3.06
O5 4.49 3.53 -1.89
N2 2.46 -0.25 0.69
B2 2.64 -1.62 1.37
O6 2.21 -1.97 2.61
O7 3.15 -2.67 0.60
C15 1.06 0.11 0.20
C16 1.25 0.63 -1.27
C17 1.94 -0.30 -2.31
C18 1.46 -0.02 -3.77
C19 2.68 0.16 -4.75
N3 3.21 -1.11 -5.22
C20 0.24 -1.20 0.04
C21 -1.04 -1.21 -0.85
C22 -2.17 -2.02 -0.13
Cl2 -0.81 -2.15 -2.39
H1 -1.34 -0.59 5.00
H2 -0.26 0.79 4.92
H3 -1.97 0.89 4.32
H4 0.37 -0.67 3.17
H5 -1.60 0.10 1.16
H6 -1.57 1.41 2.18
H7 -1.02 2.90 0.75
H8 0.40 2.93 -0.28
H9 -1.00 1.79 -0.52
H10 1.03 3.02 3.85
H11 1.19 4.02 2.35
H12 -2.20 4.03 4.29
H13 -0.70 4.93 1.67
H14 1.59 0.80 4.02
H15 4.51 2.54 2.71
H16 3.27 3.69 2.57
H17 2.71 2.69 5.11
H18 3.97 3.82 4.69
H19 4.76 0.91 4.71
H20 4.64 1.87 6.15
H21 4.53 2.57 0.71
H22 3.11 2.55 -0.17
H23 4.60 0.24 -1.15
H24 5.83 1.28 -0.48
H25 3.62 3.72 -2.27
H26 2.99 -0.45 -0.17
H27 1.81 -2.85 2.56
H28 2.42 -3.22 0.29
H29 1.74 1.60 -1.32
H30 0.30 0.82 -1.77
H31 1.85 -1.38 -2.15
H32 3.01 -0.07 -2.34
H33 0.80 0.85 -3.82
H34 0.90 -0.86 -4.18
H35 2.27 0.69 -5.61
H36 3.45 0.74 -4.24
H37 2.57 -1.57 -5.86
H38 3.49 -1.72 -4.47
H39 -0.11 -1.63 0.99
H40 0.80 -1.99 -0.47
H41 -1.46 -0.23 -1.08
H42 -1.73 -2.81 0.48
H43 -2.79 -2.54 -0.86
H44 -2.81 -1.38 0.47
C23 0.40 -4.34 -5.58
C24 0.13 -3.78 -6.98
C25 -1.34 -3.71 -7.40
F2 -1.91 -4.94 -7.43
F3 -1.43 -3.19 -8.65
F4 0.85 -4.47 -7.89
F5 0.61 -2.50 -7.00
O8 0.77 -5.71 -5.50
C26 -0.24 -6.65 -5.48
C27 -0.19 -7.57 -6.70
F6 -0.33 -6.86 -7.84
F7 -1.21 -8.45 -6.64
F8 -1.44 -6.06 -5.33
F9 -0.03 -7.40 -4.37
H45 1.28 -3.81 -5.21
H46 -0.40 -4.10 -4.87
H47 -1.91 -3.07 -6.72
H48 0.75 -8.11 -6.74
C28 -7.59 2.71 2.74
C29 -7.63 1.37 2.00
C30 -7.93 0.14 2.86
F10 -7.00 -0.03 3.82
F11 -7.93 -0.97 2.08
F12 -6.46 1.20 1.33
F13 -8.60 1.46 1.06
O9 -6.31 3.19 3.11
C31 -5.77 2.74 4.30
C32 -4.49 1.94 4.06
F14 -4.73 0.87 3.28
F15 -4.00 1.48 5.24
F16 -6.68 2.04 5.00
F17 -5.46 3.84 5.03
H49 -7.96 3.45 2.03
H50 -8.30 2.75 3.57
H51 -8.92 0.23 3.33
H52 -3.73 2.56 3.58

* LUMO: -3.5 eV
* charge: +1
* HOMO-LUMO gap: 7.8 eV

No. 3
C32H52ClO3PSY as an isolated structure in a non-equilibrium geometry. Source: the OMol25 dataset; level of theory: ωB97M-V with the def2-TZVPD basis set.

Element x y z (Å)
Y1 -0.04 -0.27 0.86
P1 -0.11 0.42 -1.70
Cl1 0.66 2.13 1.03
C1 -2.01 0.54 0.84
H1 -2.87 -0.09 0.81
H2 -2.04 1.59 1.05
C2 1.74 0.65 -1.83
C3 -0.95 2.05 -1.85
C4 2.27 0.74 -3.26
H3 1.88 1.62 -1.32
C5 3.76 1.09 -3.24
H4 2.14 -0.23 -3.76
H5 1.71 1.48 -3.85
C6 4.57 0.07 -2.42
H6 4.14 1.14 -4.26
H7 3.89 2.08 -2.79
C7 4.01 -0.07 -1.00
H8 4.51 -0.91 -2.92
H9 5.62 0.35 -2.39
C8 2.51 -0.40 -1.02
H10 4.56 -0.83 -0.44
H11 4.15 0.88 -0.46
H12 2.36 -1.40 -1.45
H13 2.16 -0.43 0.04
C9 -0.79 -0.72 -2.93
C10 -2.46 1.89 -2.02
H14 -0.78 2.50 -0.85
C11 -3.14 3.27 -1.92
H15 -2.69 1.46 -3.01
H16 -2.86 1.21 -1.26
C12 -2.54 4.25 -2.93
H17 -4.22 3.16 -2.08
H18 -2.99 3.66 -0.90
C13 -1.02 4.38 -2.75
H19 -2.76 3.90 -3.95
H20 -3.01 5.24 -2.83
C14 -0.32 3.02 -2.86
H21 -0.60 5.07 -3.50
H22 -0.81 4.81 -1.76
H23 -0.43 2.63 -3.88
H24 0.75 3.14 -2.66
C15 -0.09 -2.09 -2.99
H25 -1.82 -0.88 -2.57
C16 -0.84 -3.03 -3.94
H26 0.94 -1.95 -3.34
H27 -0.03 -2.55 -2.00
C17 -0.97 -2.43 -5.34
H28 -0.32 -4.00 -3.98
H29 -1.84 -3.23 -3.53
C18 -1.62 -1.04 -5.27
H30 0.03 -2.34 -5.79
H31 -1.55 -3.09 -5.99
C19 -0.85 -0.11 -4.32
H32 -1.66 -0.59 -6.27
H33 -2.66 -1.14 -4.92
H34 0.16 0.04 -4.71
H35 -1.34 0.88 -4.30
C20 -0.10 -2.64 0.50
C21 -1.43 -2.27 0.28
H36 0.64 -2.52 -0.31
C22 -2.51 -2.61 1.25
H37 -1.74 -1.95 -0.72
C23 -1.94 -2.98 2.63
H38 -3.25 -1.82 1.33
H39 -3.04 -3.49 0.84
C24 -0.83 -4.02 2.49
H40 -1.53 -2.07 3.10
H41 -2.75 -3.35 3.28
C25 0.34 -3.48 1.64
H42 -0.46 -4.32 3.48
H43 -1.25 -4.91 2.01
H44 1.05 -2.94 2.29
H45 0.90 -4.33 1.21
C26 0.22 1.47 9.59
C27 0.54 1.09 8.17
C28 0.81 -0.24 7.84
C29 1.08 -0.61 6.52
C30 1.09 0.35 5.50
C31 0.83 1.69 5.83
C32 0.55 2.05 7.15
S1 1.38 -0.18 3.71
O1 2.14 0.86 3.06
O2 2.15 -1.41 3.76
O3 -0.01 -0.43 3.06
H46 -0.67 0.92 9.93
H47 1.06 1.20 10.24
H48 0.02 2.54 9.69
H49 0.79 -1.01 8.62
H50 1.28 -1.66 6.29
H51 0.82 2.44 5.05
H52 0.34 3.10 7.38

* LUMO (spin up / spin down): 2.5 / 2.5 eV
* charge: -1
* energy above the lowest of the compared OMol25 structures with the same formula, charge and spin: 0.000 eV
* HOMO-LUMO gap (spin up / spin down): 4.5 / 4.2 eV